1.
{"formula": "C34H43BrCuN4Si", "method": "ωB97M-V with the def2-TZVPD basis set", "spin_multiplicity": 2, "s_squared": 0.753, "orbital_gap_ev": [6.50, 6.48], "charge": 0, "species": ["Cu", "C", "C", "C", "C", "C", "Br", "N", "C", "H", "H", "H", "H", "H", "H", "N", "C", "C", "C", "C", "C", "C", "C", "C", "C", "C", "C", "C", "N", "C", "C", "C", "C", "N", "H", "H", "H", "H", "H", "H", "H", "H", "H", "H", "C", "C", "C", "C", "Si", "C", "C", "C", "C", "C", "C", "C", "C", "H", "H", "H", "H", "H", "H", "H", "H", "H", "H", "H", "H", "H", "H", "H", "H", "H", "H", "H", "H", "H", "H", "H", "H", "H", "H", "H"], "xyz": [[6.36747, -18.18322, 3.62468], [7.93915, -13.01761, 2.80502], [8.56299, -14.33803, 3.00389], [9.88870, -14.62961, 2.75808], [10.34161, -15.94999, 2.90220], [9.48625, -16.89775, 3.37495], [10.14917, -18.57190, 3.82986], [8.17584, -16.71468, 3.50966], [7.76749, -15.45049, 3.32524], [7.45322, -12.66839, 3.71218], [7.19391, -13.05230, 1.98727], [8.73082, -12.32532, 2.46479], [10.57330, -13.84613, 2.56021], [11.41440, -16.19823, 2.93454], [6.69382, -15.23148, 3.40839], [0.79963, -16.31239, -4.78219], [1.43052, -16.53370, -3.83764], [2.21641, -16.77512, -2.66725], [1.63679, -17.44007, -1.57646], [2.45370, -17.66792, -0.45605], [3.79027, -17.28258, -0.43381], [4.29424, -16.55114, -1.52727], [3.53233, -16.29193, -2.63365], [4.66366, -17.47712, 0.77040], [4.20938, -16.67710, 1.89527], [3.27400, -15.61246, 1.98206], [3.35782, -15.01472, 3.26404], [4.27422, -15.83328, 3.96203], [4.84980, -16.74009, 3.17394], [5.77149, -18.30488, 0.66883], [6.18175, -19.03929, -0.56358], [7.32532, -19.68362, -0.30118], [7.61127, -19.44711, 1.08436], [6.67743, -18.62779, 1.60301], [0.57885, -17.79014, -1.62122], [2.04591, -18.16954, 0.39590], [5.32816, -16.33198, -1.47757], [3.91849, -15.68385, -3.43790], [2.49762, -15.43738, 1.23042], [2.99528, -14.15567, 3.72981], [4.64873, -15.81351, 4.98384], [5.60791, -18.95653, -1.47144], [7.96653, -20.29769, -0.96528], [8.46675, -19.82525, 1.69038], [2.97976, -20.95685, 5.70128], [3.58006, -19.77211, 4.93310], [3.34249, -19.90947, 3.40730], [2.74792, -18.54325, 5.26842], [5.39189, -19.58594, 5.42278], [5.83282, -18.69894, 7.08526], [5.09862, -19.29993, 8.31953], [7.32530, -18.81248, 7.48373], [5.48673, -17.18643, 7.00352], [6.42522, -21.21501, 5.24075], [7.92703, -20.91764, 5.03591], [6.12320, -21.83532, 3.88020], [6.23602, -22.28789, 6.21737], [1.92253, -20.98917, 5.48138], [3.10506, -20.93388, 6.75115], [3.39203, -21.88467, 5.35947], [2.31641, -20.00902, 3.10707], [3.83054, -20.84226, 3.06001], [3.79122, -19.09829, 2.80692], [1.70813, -18.83005, 5.26347], [2.92404, -17.68136, 4.62394], [2.94580, -18.21851, 6.29588], [5.32018, -20.37346, 8.45516], [4.05225, -19.14720, 8.32666], [5.45933, -18.86642, 9.30052], [7.61477, -19.71563, 7.98026], [7.55495, -18.01067, 8.22697], [8.07311, -18.68049, 6.71583], [4.47640, -17.12664, 6.73522], [6.06021, -16.75341, 6.21164], [5.73748, -16.77708, 7.94436], [8.03729, -20.24489, 4.23020], [8.38872, -21.81321, 4.71373], [8.45489, -20.59970, 5.95461], [6.09125, -21.06671, 3.10018], [5.17103, -22.38270, 3.81736], [6.90963, -22.49917, 3.61340], [6.31483, -21.97999, 7.30755], [6.96029, -23.10280, 6.17060], [5.26978, -22.82973, 6.12442]]}

2.
{"formula": "C22H46AlCaClF4LiMgO12PSV", "method": "ωB97M-V with the def2-TZVPD basis set", "spin_multiplicity": 1, "orbital_gap_ev": 1.45, "charge": 1, "species": ["C", "C", "C", "C", "C", "C", "C", "C", "C", "C", "C", "C", "C", "C", "C", "C", "C", "C", "O", "O", "H", "H", "H", "H", "H", "H", "H", "H", "H", "H", "H", "H", "H", "H", "H", "H", "H", "H", "H", "H", "H", "H", "H", "H", "H", "H", "H", "H", "H", "H", "H", "H", "H", "H", "C", "C", "C", "S", "O", "O", "C", "H", "H", "H", "H", "H", "H", "H", "H", "Ca", "O", "H", "Cl", "F", "Al", "F", "F", "F", "O", "H", "H", "H", "O", "P", "O", "O", "O", "O", "V", "O", "Mg", "Li"], "xyz": [[-0.98460, -5.59138, -1.96955], [-1.77932, -4.27992, -1.81932], [-0.81892, -3.10044, -1.83102], [-1.43814, -1.77168, -1.43058], [-2.14872, -1.01078, -2.56157], [-2.05555, 0.51190, -2.39318], [-1.51224, 1.25176, -3.60888], [-0.03528, 0.98802, -3.86080], [0.90810, 1.83081, -3.04195], [2.37896, 1.58266, -3.46445], [3.25717, 1.03878, -2.33662], [4.11695, 2.06053, -1.62829], [3.31482, 3.21975, -0.98525], [3.17631, 3.04802, 0.53235], [1.72659, 2.92987, 0.99561], [0.93719, 4.19136, 0.62997], [-0.17179, 4.11641, 1.71111], [0.50068, 3.33744, 2.81933], [0.11430, 3.30661, 3.96442], [1.58452, 2.70985, 2.38446], [-1.01150, -5.96163, -2.98918], [0.06655, -5.43386, -1.74314], [-1.32506, -6.37173, -1.29866], [-2.31230, -4.35687, -0.87704], [-2.52094, -4.23563, -2.61306], [-0.04855, -3.33006, -1.09861], [-0.31786, -3.06796, -2.80242], [-2.11426, -1.86930, -0.58694], [-0.61695, -1.12135, -1.07393], [-3.20591, -1.24409, -2.48536], [-1.84138, -1.34265, -3.55754], [-1.46955, 0.75523, -1.50404], [-3.04224, 0.91885, -2.19906], [-1.67087, 2.31528, -3.45944], [-2.07045, 0.97159, -4.50394], [0.16346, 1.28813, -4.93537], [0.22766, -0.06796, -3.77259], [0.69620, 2.87157, -3.26546], [0.77384, 1.62591, -1.98048], [2.78627, 2.48463, -3.90653], [2.35991, 0.81791, -4.25178], [3.93624, 0.31766, -2.78296], [2.68493, 0.46567, -1.59867], [4.89601, 2.45297, -2.27200], [4.60804, 1.53739, -0.81970], [3.88556, 4.12284, -1.16203], [2.35904, 3.31730, -1.49677], [3.71944, 2.17946, 0.89537], [3.56698, 3.92859, 1.03295], [1.27450, 2.08121, 0.41471], [1.46082, 5.13428, 0.61606], [0.42606, 3.95021, -0.29288], [-0.95193, 3.51891, 1.24755], [-0.53451, 5.04487, 2.13423], [-4.44154, -5.76807, 1.05833], [-5.13660, -6.85131, 1.89493], [-4.10606, -7.95667, 2.16478], [-2.49463, -7.15765, 2.14500], [-1.74297, -7.65840, 1.02178], [-1.94805, -7.13393, 3.47236], [-3.09671, -5.51965, 1.73634], [-5.03557, -4.85663, 1.00235], [-4.28435, -6.13193, 0.03967], [-5.47064, -6.42045, 2.83998], [-6.01399, -7.25029, 1.38999], [-4.25366, -8.42592, 3.13323], [-4.11014, -8.71199, 1.38200], [-2.37261, -5.01877, 1.09928], [-3.21884, -4.97147, 2.66987], [0.48388, -1.15285, -5.28084], [-2.01196, 1.46005, 4.70279], [-1.37269, 2.01040, 4.21947], [-2.71280, 0.33202, 3.72143], [-3.55077, 5.18042, 3.94031], [-2.94701, 6.68954, 3.48372], [-2.04180, 7.24922, 4.80962], [-4.16693, 7.73185, 3.06701], [-1.87220, 6.45764, 2.18822], [-0.24059, 5.17594, 5.95596], [-0.07943, 4.80099, 6.83843], [-1.19521, 5.15856, 5.71564], [0.27429, 4.73426, 5.24185], [4.39292, -0.35249, 2.15882], [5.40486, -0.36037, 1.01426], [5.94458, 1.05638, 0.82732], [4.68257, -0.79777, -0.26123], [6.52761, -1.33947, 1.31800], [7.84243, 4.53376, 0.20859], [8.29769, 3.12214, 0.92983], [9.40129, 2.23313, 1.72270], [0.33602, 1.47738, -7.14154], [0.42135, 0.36546, 0.45270]]}

3.
{"formula": "C5H13N2", "method": "ωB97M-V with the def2-TZVPD basis set", "spin_multiplicity": 1, "orbital_gap_ev": 10.84, "charge": 1, "species": ["C", "C", "C", "C", "C", "N", "N", "H", "H", "H", "H", "H", "H", "H", "H", "H", "H", "H", "H", "H"], "xyz": [[-1.02521, 1.07100, 0.62626], [0.34714, 1.04815, 1.23356], [-0.76340, -0.10825, -0.17085], [0.08582, 0.47642, -1.96211], [1.64716, -1.00935, 0.60110], [-1.69094, -1.03422, -0.48873], [0.34706, -0.42706, 0.75652], [-1.80062, 0.83894, 1.39690], [-1.29392, 1.98153, 0.15404], [1.20874, 1.42377, 0.77413], [0.50458, 1.03254, 2.29122], [0.38408, -0.43941, -2.51319], [0.97037, 1.01254, -1.82880], [-0.86079, 0.84746, -2.46098], [2.20917, -0.86148, -0.29398], [2.25978, -0.57151, 1.40466], [1.70964, -2.05068, 0.84599], [-2.64877, -0.81509, -0.36398], [-1.52562, -1.34426, -1.37641], [-0.06427, -1.07103, 1.37465]]}

4.
{"formula": "C7H10BrNO", "method": "ωB97M-V with the def2-TZVPD basis set", "spin_multiplicity": 3, "s_squared": 2.014, "orbital_gap_ev": [4.80, 7.76], "charge": 0, "species": ["C", "C", "C", "C", "C", "C", "C", "N", "O", "Br", "H", "H", "H", "H", "H", "H", "H", "H", "H", "H"], "xyz": [[1.71896, -2.38733, 1.01143], [-2.34898, 0.41516, 0.98425], [1.34576, -1.14262, 0.71217], [-1.70972, 0.54829, 2.02160], [0.37688, -0.74636, -0.34571], [-0.25717, 2.53568, -1.51948], [0.14282, 0.58170, -0.39673], [-0.22578, -1.74066, -1.07408], [-0.69942, 1.21614, -1.25580], [-0.59968, 0.80719, 3.40259], [2.46430, -2.42713, 1.86082], [1.45849, -3.25926, 0.40137], [-2.53460, 0.23208, -0.02293], [-0.19804, -2.67466, -0.65555], [1.66074, -0.30577, 1.24794], [-0.00513, 2.99678, -0.55053], [-1.15320, 3.06240, -1.92862], [0.58351, 2.41045, -2.24775], [0.81779, 1.26515, 0.24548], [-0.83753, -1.38723, -1.89045]]}

5.
{"formula": "C29H36F3IN2O10S", "method": "ωB97M-V with the def2-TZVPD basis set", "smiles": "FC(F)(F)CCc1ccc(I)c2nsnc12.O=C1CCCO1.O=C1CCCO1.O=C1CCCO1.O=C1CCCO1.O=C1CCCO1", "spin_multiplicity": 1, "orbital_gap_ev": 7.10, "charge": 0, "species": ["F", "C", "F", "F", "C", "C", "C", "C", "C", "C", "I", "C", "N", "S", "N", "C", "H", "H", "H", "H", "H", "H", "O", "C", "C", "C", "C", "O", "H", "H", "H", "H", "H", "H", "O", "C", "C", "C", "C", "O", "H", "H", "H", "H", "H", "H", "O", "C", "C", "C", "C", "O", "H", "H", "H", "H", "H", "H", "O", "C", "C", "C", "C", "O", "H", "H", "H", "H", "H", "H", "O", "C", "C", "C", "C", "O", "H", "H", "H", "H", "H", "H"], "xyz": [[3.71403, -2.84443, 0.35013], [3.76344, -1.41299, 0.25662], [2.87171, -0.87617, -0.70348], [5.10638, -1.05485, -0.12019], [3.53418, -0.84776, 1.74998], [2.42589, 0.32432, 1.83206], [0.91410, -0.22035, 1.66630], [0.51278, -1.70754, 1.60164], [-1.03731, -2.05679, 1.48139], [-2.17129, -1.01172, 1.43254], [-4.26392, -1.57641, 1.32916], [-1.77297, 0.51051, 1.48900], [-2.72734, 1.61098, 1.46744], [-1.68860, 2.99449, 1.58919], [-0.09931, 2.32341, 1.68642], [-0.22102, 0.88653, 1.60776], [4.52855, -0.35356, 2.07629], [3.33352, -1.67726, 2.50749], [2.47980, 0.71958, 2.92190], [2.66087, 1.20614, 1.14374], [1.31502, -2.51461, 1.64941], [-1.32926, -3.16147, 1.46894], [-1.09813, 7.21633, 1.60282], [-0.31680, 6.83947, 2.43948], [-0.07803, 7.49025, 3.77415], [1.22871, 6.86036, 4.20524], [1.17791, 5.50989, 3.53032], [0.45027, 5.72271, 2.31545], [-0.89751, 7.23092, 4.44875], [0.01068, 8.57190, 3.67343], [1.34889, 6.79626, 5.28811], [2.06579, 7.44283, 3.80700], [0.64574, 4.76498, 4.12960], [2.17505, 5.13079, 3.29952], [4.39453, -9.44911, -0.57372], [4.54168, -8.25492, -0.61138], [4.96652, -7.46016, -1.81605], [5.35928, -6.13459, -1.19991], [4.47061, -6.06568, 0.01958], [4.30054, -7.42358, 0.43985], [4.11571, -7.35830, -2.49392], [5.80792, -7.93349, -2.32193], [5.23433, -5.28384, -1.87222], [6.40935, -6.16975, -0.89215], [3.48634, -5.64456, -0.20661], [4.92635, -5.48629, 0.82467], [-6.65867, 8.27685, -1.26566], [-5.54654, 7.87783, -1.02946], [-4.42324, 7.76850, -2.02469], [-3.44291, 6.87083, -1.30067], [-3.72195, 7.18594, 0.14960], [-5.11956, 7.49850, 0.20544], [-4.00849, 8.76321, -2.20466], [-4.76687, 7.31966, -2.95666], [-2.40246, 7.03768, -1.58461], [-3.68461, 5.82276, -1.50597], [-3.15648, 8.05196, 0.50275], [-3.50914, 6.33629, 0.80014], [1.78365, 0.45362, -6.93977], [2.02309, 0.09592, -5.81527], [3.31221, 0.32951, -5.07532], [3.19559, -0.64294, -3.92209], [1.70349, -0.72829, -3.71360], [1.13097, -0.54987, -5.01403], [3.34380, 1.36642, -4.73236], [4.17306, 0.10562, -5.70526], [3.73708, -0.32921, -3.02838], [3.58379, -1.62055, -4.22627], [1.33000, 0.06244, -3.05582], [1.40283, -1.69636, -3.30875], [-3.55654, -5.75788, -1.28364], [-4.45306, -5.75120, -0.48017], [-5.29133, -6.93778, -0.09033], [-6.46129, -6.28336, 0.61206], [-5.84194, -5.02580, 1.17530], [-4.82193, -4.65616, 0.24090], [-4.71512, -7.57469, 0.58506], [-5.61168, -7.49783, -0.96875], [-6.92431, -6.91351, 1.37351], [-7.23010, -6.02145, -0.12199], [-5.37672, -5.19249, 2.15164], [-6.56964, -4.21661, 1.26401]]}